(1)
A cluster of 7 separate species, C7H21N7O14 in total at a distorted geometry. Source: the OMol25 dataset; level of theory: the ωB97M-V functional and the def2-TZVPD basis.

Values from the calculation:
**E_HOMO (spin up / spin down)**: -0.463 / -0.463 hartree
**Kohn-Sham gap (spin up / spin down)**: 5.13 / 2.17 eV
**Charge**: +1
**Lowest unoccupied orbital energy (spin up / spin down)**: -7.458 / -10.425 eV
**2S+1**: 2

```
49
C7H21N7O14, DFT the ωB97M-V functional and the def2-TZVPD basis
C 4.346 3.301 3.395
N 3.156 2.564 3.959
O 2.300 2.202 3.177
O 3.184 2.195 5.147
H 4.913 2.518 2.890
H 5.024 3.818 4.074
H 4.190 3.958 2.540
C 2.299 1.040 -3.727
N 1.240 1.988 -3.288
O 1.609 2.855 -2.531
O 0.042 1.676 -3.524
H 3.139 1.593 -4.146
H 1.882 0.386 -4.493
H 2.576 0.541 -2.798
C -0.109 1.108 1.378
N -0.321 1.016 -0.135
O -1.454 1.179 -0.612
O 0.600 0.490 -0.758
H -0.957 0.615 1.854
H -0.142 2.153 1.687
H 0.757 0.584 1.782
C 3.492 -1.347 1.423
N 2.397 -2.303 1.629
O 2.708 -3.534 1.797
O 1.199 -1.911 1.545
H 3.326 -0.654 2.247
H 3.159 -0.982 0.452
H 4.470 -1.816 1.313
C -4.207 -2.601 0.872
N -3.600 -1.328 1.214
O -4.311 -0.440 1.615
O -2.366 -1.316 0.948
H -4.013 -2.841 -0.173
H -5.253 -2.455 1.143
H -3.717 -3.174 1.659
C -0.417 -2.165 -2.154
N 0.992 -2.755 -2.102
O 1.926 -2.137 -2.679
O 1.130 -3.719 -1.355
H -0.350 -1.233 -2.715
H -0.586 -2.025 -1.086
H -1.043 -2.918 -2.633
C -4.997 1.125 -0.720
N -4.363 0.325 -1.858
O -3.986 1.051 -2.816
O -4.403 -0.870 -1.966
H -4.238 1.601 -0.099
H -5.825 0.578 -0.269
H -5.395 2.065 -1.103
```

Atomic charges from the Mulliken analysis, expressed in e, are listed below: number 1, C, carries -0.71; number 2, N, carries 0.77; number 3, O, carries -0.47; number 4, O, carries -0.47; number 5, H, carries 0.25; number 6, H, carries 0.32; number 7, H, carries 0.32; number 8, C, carries -0.52; number 9, N, carries 0.86; number 10, O, carries -0.53; number 11, O, carries -0.47; number 12, H, carries 0.30; number 13, H, carries 0.27; number 14, H, carries 0.09; number 15, C, carries -0.64; number 16, N, carries 0.79; number 17, O, carries -0.42; number 18, O, carries -0.39; number 19, H, carries 0.32; number 20, H, carries 0.34; number 21, H, carries 0.04; number 22, C, carries -0.65; number 23, N, carries 0.81; number 24, O, carries -0.03; number 25, O, carries -0.19; number 26, H, carries 0.34; number 27, H, carries 0.28; number 28, H, carries 0.36; number 29, C, carries -0.80; number 30, N, carries 0.84; number 31, O, carries -0.52; number 32, O, carries -0.42; number 33, H, carries 0.28; number 34, H, carries 0.31; number 35, H, carries 0.32; number 36, C, carries -0.40; number 37, N, carries 0.87; number 38, O, carries -0.50; number 39, O, carries -0.53; number 40, H, carries 0.19; number 41, H, carries 0.10; number 42, H, carries 0.30; number 43, C, carries -0.86; number 44, N, carries 0.93; number 45, O, carries -0.50; number 46, O, carries -0.54; number 47, H, carries 0.28; number 48, H, carries 0.34; number 49, H, carries 0.35

---

(2)
A cluster of 5 separate species, C7H21NO4 in total at a distorted geometry. Source: the OMol25 dataset; level of theory: the ωB97M-V functional and the def2-TZVPD basis.

Values from the calculation:
**E_HOMO**: -0.317 hartree
**Kohn-Sham gap**: 9.18 eV
**Charge**: 0
**SMILES string**: C=CCC(=C)CCN.O.O.O.O
**Lowest unoccupied orbital energy**: 0.548 eV
**Relative energy (zero: lowest compared OMol25 entry of this formula, charge and spin)**: 163.2 kJ/mol

```
33
C7H21NO4, DFT the ωB97M-V functional and the def2-TZVPD basis
C 0.145 -1.699 2.368
C 0.239 -0.320 1.593
C 1.012 -0.410 0.297
C 2.228 -0.933 0.262
C 0.487 0.441 -0.845
C 0.425 1.950 -0.662
C 0.405 2.765 0.386
N -1.206 -2.254 2.173
H 0.904 -2.375 1.950
H 0.312 -1.495 3.452
H 0.820 0.322 2.278
H -0.718 0.194 1.597
H 2.580 -1.505 1.100
H 2.902 -0.718 -0.550
H 0.985 0.142 -1.777
H -0.560 0.079 -1.006
H 0.394 2.422 -1.653
H 0.644 2.346 1.357
H 0.193 3.802 0.233
H -1.253 -3.133 1.688
H -1.678 -2.195 3.058
H 3.213 2.686 1.045
H 3.426 1.289 1.648
O 2.761 1.860 1.245
H -1.063 -0.740 -2.949
H -2.254 -0.176 -2.372
O -1.649 0.010 -3.109
H -2.752 1.953 0.080
H -2.771 2.428 -1.423
O -2.774 1.670 -0.829
H -0.435 -2.439 -1.734
H -1.397 -2.654 -2.955
O -1.157 -2.987 -2.083
```

Atomic charges from the Mulliken analysis, expressed in e, are listed below: number 1, C, carries -0.57; number 2, C, carries -0.43; number 3, C, carries 0.80; number 4, C, carries -1.45; number 5, C, carries -0.25; number 6, C, carries -0.17; number 7, C, carries -1.13; number 8, N, carries -0.51; number 9, H, carries 0.32; number 10, H, carries 0.36; number 11, H, carries 0.23; number 12, H, carries 0.31; number 13, H, carries 0.34; number 14, H, carries 0.36; number 15, H, carries 0.68; number 16, H, carries -0.19; number 17, H, carries 0.36; number 18, H, carries 0.24; number 19, H, carries 0.32; number 20, H, carries 0.20; number 21, H, carries 0.20; number 22, H, carries 0.25; number 23, H, carries 0.27; number 24, O, carries -0.53; number 25, H, carries 0.17; number 26, H, carries 0.39; number 27, O, carries -0.61; number 28, H, carries 0.29; number 29, H, carries 0.31; number 30, O, carries -0.61; number 31, H, carries 0.36; number 32, H, carries 0.33; number 33, O, carries -0.65

---

(3)
The ion C7H22N3Si with charge +1 at a distorted geometry. Source: the OMol25 dataset; level of theory: the ωB97M-V functional and the def2-TZVPD basis.

Values from the calculation:
**E_HOMO**: -0.489 hartree
**Kohn-Sham gap**: 10.54 eV
**Charge**: +1
**SMILES string**: CC[C@@H](C(C)(N)N)[Si](C)(C)[NH3+]
**Lowest unoccupied orbital energy**: -2.763 eV
**Relative energy (zero: lowest compared OMol25 entry of this formula, charge and spin)**: 48.6 kJ/mol

```
33
C7H22N3Si, DFT the ωB97M-V functional and the def2-TZVPD basis
C -3.161 0.013 0.495
C -0.231 1.618 2.285
C 0.224 -0.558 -3.020
C 2.280 1.074 -1.620
C -1.964 -0.497 -0.346
C -0.690 0.298 -0.052
C 0.062 0.326 1.472
N 1.526 0.453 1.164
N 1.388 -1.804 -0.610
N -0.028 -1.034 2.064
Si 0.779 -0.077 -1.257
H -3.665 0.774 0.068
H -3.858 -0.748 0.556
H -2.921 0.287 1.435
H 0.550 1.653 3.064
H 0.037 2.478 1.688
H -1.094 1.794 2.756
H 0.235 -1.609 -3.059
H -0.803 -0.114 -3.193
H 0.944 -0.330 -3.941
H 1.989 1.831 -2.280
H 2.651 1.594 -0.737
H 2.940 0.675 -2.338
H -1.793 -1.523 0.040
H -2.323 -0.753 -1.366
H -1.002 1.360 -0.160
H 2.059 0.105 1.960
H 1.555 1.509 1.208
H 1.121 -2.581 -1.330
H 2.410 -1.767 -0.530
H 0.787 -1.161 2.684
H 0.911 -1.978 0.341
H -0.917 -1.310 2.561
```

Atomic charges from the Mulliken analysis, expressed in e, are listed below: number 1, C, carries -1.78; number 2, C, carries -1.83; number 3, C, carries -1.28; number 4, C, carries -1.27; number 5, C, carries -0.34; number 6, C, carries 0.11; number 7, C, carries 0.28; number 8, N, carries -0.54; number 9, N, carries -0.54; number 10, N, carries -0.47; number 11, Si, carries 0.34; number 12, H, carries 0.49; number 13, H, carries 0.49; number 14, H, carries 0.44; number 15, H, carries 0.41; number 16, H, carries 0.50; number 17, H, carries 0.43; number 18, H, carries 0.44; number 19, H, carries 0.31; number 20, H, carries 0.29; number 21, H, carries 0.44; number 22, H, carries 0.29; number 23, H, carries 0.49; number 24, H, carries 0.27; number 25, H, carries 0.38; number 26, H, carries 0.46; number 27, H, carries 0.25; number 28, H, carries 0.33; number 29, H, carries 0.37; number 30, H, carries 0.34; number 31, H, carries 0.27; number 32, H, carries 0.37; number 33, H, carries 0.26

---

(4)
A structure of composition C7H22N4O7Pb at a distorted geometry. Source: the OMol25 dataset; level of theory: the ωB97M-V functional and the def2-TZVPD basis.

Values from the calculation:
**E_HOMO (spin up / spin down)**: -0.153 / -0.153 hartree
**Kohn-Sham gap (spin up / spin down)**: 4.10 / 4.10 eV
**Charge**: 0
**Lowest unoccupied orbital energy (spin up / spin down)**: -0.071 / -0.072 eV

```
41
C7H22N4O7Pb, DFT the ωB97M-V functional and the def2-TZVPD basis
O -2.139 0.467 2.663
H -2.961 1.001 2.921
Pb -0.350 -0.286 0.729
N 0.989 -2.343 0.218
N 0.179 -1.040 -1.916
O 1.354 -2.984 1.296
O -0.562 -0.697 -3.066
C 1.005 -3.026 -0.944
C 0.526 -2.315 -2.079
C 1.476 -4.431 -0.995
C 0.220 -2.872 -3.400
H 1.786 -4.783 0.006
H 2.345 -4.493 -1.679
H 0.681 -5.105 -1.376
H 0.651 -2.259 -4.201
H -0.860 -2.920 -3.597
H 0.629 -3.884 -3.445
H 0.422 -2.309 2.293
H -0.895 0.199 -2.907
O 1.572 1.130 -1.196
H 2.267 0.973 -0.527
H 1.296 0.224 -1.545
C -3.583 -0.590 1.375
H -4.027 -0.761 2.344
H -3.379 -1.455 0.661
H -3.722 0.373 0.825
O -0.278 -1.569 2.572
H -1.594 0.645 3.494
H -1.152 -1.929 2.871
C 0.830 4.353 3.405
O 1.236 2.943 3.194
C 0.795 2.367 2.093
O 1.150 1.190 1.810
N -0.019 3.097 1.307
N -0.527 2.481 0.108
H 1.040 5.009 2.537
H 1.452 4.651 4.252
H -0.237 4.413 3.684
H -0.494 3.943 1.631
H -1.173 3.165 -0.312
H 0.315 2.345 -0.514
```

Atomic charges from the Mulliken analysis, expressed in e, are listed below: number 1, O, carries 0.06; number 2, H, carries 0.17; number 3, Pb, carries 0.44; number 4, N, carries 0.38; number 5, N, carries -0.10; number 6, O, carries -0.84; number 7, O, carries -0.48; number 8, C, carries 0.37; number 9, C, carries 0.24; number 10, C, carries -1.36; number 11, C, carries -1.32; number 12, H, carries 0.32; number 13, H, carries 0.34; number 14, H, carries 0.33; number 15, H, carries 0.35; number 16, H, carries 0.29; number 17, H, carries 0.42; number 18, H, carries 0.39; number 19, H, carries 0.30; number 20, O, carries -0.73; number 21, H, carries 0.31; number 22, H, carries 0.47; number 23, C, carries -1.14; number 24, H, carries 0.22; number 25, H, carries 0.31; number 26, H, carries 0.19; number 27, O, carries -0.56; number 28, H, carries 0.08; number 29, H, carries 0.35; number 30, C, carries -0.85; number 31, O, carries -0.31; number 32, C, carries 0.68; number 33, O, carries -0.55; number 34, N, carries 0.04; number 35, N, carries -0.63; number 36, H, carries 0.37; number 37, H, carries 0.25; number 38, H, carries 0.34; number 39, H, carries 0.29; number 40, H, carries 0.23; number 41, H, carries 0.34

---

(5)
A structure of composition C7H23GaN4O11P. Source: the OMol25 dataset; level of theory: the ωB97M-V functional and the def2-TZVPD basis.

Values from the calculation:
**E_HOMO**: -0.178 hartree
**Kohn-Sham gap**: 5.98 eV
**Charge**: -1
**Lowest unoccupied orbital energy**: 1.125 eV

```
47
C7H23GaN4O11P, DFT the ωB97M-V functional and the def2-TZVPD basis
C 3.206 -1.265 -7.092
C 1.716 -0.957 -6.888
Ga 0.792 -2.315 -5.706
C 0.652 -1.625 -3.751
P 2.041 -2.008 -2.777
O 3.379 -1.689 -3.300
O 1.828 -1.291 -1.316
O 1.938 -3.573 -2.382
H 3.738 -0.483 -7.647
H 3.714 -1.385 -6.132
H 3.328 -2.208 -7.630
H 1.212 -0.988 -7.860
H 1.599 0.065 -6.514
H -0.747 -2.517 -6.195
H 1.526 -3.750 -5.734
H 0.582 -0.533 -3.766
H -0.273 -2.018 -3.325
H 0.946 -0.899 -1.289
H 2.780 -3.972 -2.643
C 1.578 0.590 1.745
N 0.231 1.070 1.335
O -0.602 1.249 2.202
O 0.042 1.255 0.153
H 1.569 0.437 2.817
H 1.780 -0.333 1.211
H 2.292 1.356 1.454
C -2.047 3.382 4.670
N -1.020 4.290 5.249
O 0.011 4.463 4.636
O -1.289 4.808 6.316
H -1.679 2.989 3.729
H -2.216 2.589 5.392
H -2.952 3.964 4.533
C -7.007 4.104 6.090
N -5.848 3.909 5.178
O -5.625 4.764 4.348
O -5.193 2.899 5.333
H -7.486 5.041 5.834
H -7.672 3.258 5.950
H -6.617 4.113 7.104
C 1.804 -4.221 0.681
N 2.835 -3.343 1.291
O 3.994 -3.691 1.243
O 2.438 -2.315 1.808
H 2.300 -5.091 0.269
H 1.104 -4.484 1.470
H 1.320 -3.642 -0.097
```

Atomic charges from the Mulliken analysis, expressed in e, are listed below: number 1, C, carries -1.04; number 2, C, carries -0.61; number 3, Ga, carries 0.42; number 4, C, carries -0.94; number 5, P, carries 0.64; number 6, O, carries -0.75; number 7, O, carries -0.36; number 8, O, carries -0.48; number 9, H, carries 0.33; number 10, H, carries 0.21; number 11, H, carries 0.25; number 12, H, carries 0.32; number 13, H, carries 0.33; number 14, H, carries -0.38; number 15, H, carries -0.31; number 16, H, carries 0.40; number 17, H, carries 0.39; number 18, H, carries 0.31; number 19, H, carries 0.28; number 20, C, carries -0.52; number 21, N, carries 0.93; number 22, O, carries -0.58; number 23, O, carries -0.55; number 24, H, carries 0.31; number 25, H, carries 0.15; number 26, H, carries 0.28; number 27, C, carries -0.35; number 28, N, carries 0.91; number 29, O, carries -0.54; number 30, O, carries -0.56; number 31, H, carries 0.19; number 32, H, carries 0.26; number 33, H, carries 0.10; number 34, C, carries -0.71; number 35, N, carries 0.84; number 36, O, carries -0.52; number 37, O, carries -0.49; number 38, H, carries 0.30; number 39, H, carries 0.28; number 40, H, carries 0.29; number 41, C, carries -0.63; number 42, N, carries 0.97; number 43, O, carries -0.56; number 44, O, carries -0.58; number 45, H, carries 0.28; number 46, H, carries 0.29; number 47, H, carries 0.19